3 unconnected molecules or ions with the total composition C6H13NO2 at a distorted geometry, computed with ωB97M-V/def2-TZVPD.

As for the HOMO energy: -8.613 eV. As for the SMILES: Cc1c[nH]cc1C.O.O. The frontier orbital gap is 9.194 eV. Its relative energy (zero: lowest compared OMol25 entry of this formula, charge and spin) is 2.785 eV.

```
22
C6H13NO2 | OMol25 | ωB97M-V/def2-TZVPD
C -0.76 -1.63 0.21
C -0.05 -0.43 -0.39
C 0.21 -0.32 -1.73
N 0.87 0.87 -2.02
C 0.61 1.66 -0.84
C 0.08 0.92 0.16
C 0.21 1.18 1.67
H 0.13 -2.10 0.54
H -1.26 -2.23 -0.53
H -1.47 -1.24 0.97
H 0.23 -1.05 -2.41
H 0.87 1.36 -2.91
H 0.94 2.69 -1.02
H 1.32 0.93 1.92
H -0.07 2.23 2.08
H -0.23 0.29 2.26
O -3.24 0.44 -0.28
H -2.52 0.14 -0.93
H -2.70 0.85 0.37
O 2.44 -1.90 1.04
H 2.72 -1.30 0.27
H 1.66 -1.35 1.58
```


2 unconnected molecules or ions with the total composition C6H13NO2 at a distorted geometry, computed with ωB97M-V/def2-TZVPD.

As for the HOMO energy: -8.591 eV. As for the SMILES: C=C(C)NO.CC(C)=O. The frontier orbital gap is 9.348 eV. Its relative energy (zero: lowest compared OMol25 entry of this formula, charge and spin) is 4.444 eV.

```
22
C6H13NO2 | OMol25 | ωB97M-V/def2-TZVPD
C 1.16 -0.38 -2.05
C 1.19 -0.47 -0.71
C 2.12 -1.39 0.02
N 0.85 0.71 0.11
O 0.82 1.98 -0.48
H 1.44 -1.25 -2.62
H 0.59 0.38 -2.57
H 1.73 -1.67 0.99
H 3.08 -0.89 0.21
H 2.33 -2.27 -0.57
H 1.13 0.70 1.08
H 1.33 1.92 -1.31
C -1.54 -0.82 1.48
C -1.46 0.10 0.27
C -2.03 1.48 0.45
O -1.60 -0.48 -0.86
H -1.79 -0.33 2.42
H -2.28 -1.60 1.29
H -0.58 -1.33 1.55
H -3.01 1.62 -0.01
H -2.07 1.83 1.48
H -1.42 2.16 -0.15
```


3 unconnected molecules or ions with the total composition C6H13NO2 at a distorted geometry, computed with ωB97M-V/def2-TZVPD.

As for the HOMO energy (spin up / spin down): -7.653 / -6.492 eV. The frontier orbital gap (spin up / spin down) is 8.434 / 6.975 eV. Its relative energy (zero: lowest compared OMol25 entry of this formula, charge and spin) is 6.483 eV.

```
22
C6H13NO2 | OMol25 | ωB97M-V/def2-TZVPD
C -0.71 0.28 -0.03
C -2.70 -1.35 0.07
C -0.89 1.25 1.09
C 2.91 -0.72 0.47
N -0.28 -0.94 -0.01
C 1.96 0.22 -0.17
C 2.21 1.18 -1.03
O -1.02 0.81 -1.22
O -3.12 -1.13 -1.21
H -0.77 0.16 -1.89
H -3.30 -0.19 -1.34
H -0.04 -1.22 0.94
H -2.47 -2.38 0.26
H -3.16 -0.76 0.86
H -0.08 1.98 1.03
H -1.84 1.77 1.00
H -0.84 0.74 2.05
H 3.96 -0.52 0.16
H 2.68 -1.75 0.21
H 2.88 -0.64 1.56
H 3.23 1.43 -1.35
H 1.43 1.80 -1.47
```


no.,energy (a.u.)
1,-441.57767
2,-441.51670
3,-441.44175